The following is a DFT calculation (ωB97M-V/def2-TZVPD) of a molecular structure, C29H16Cl2IrN4O6 in a non-equilibrium geometry.

The energy above the lowest of the compared OMol25 structures with the same formula, charge and spin comes out at 0.698 eV. The net charge is +1. Its spin multiplicity is 1. Its LUMO energy is -4.18 eV.

```
58
C29H16Cl2IrN4O6 ωB97M-V/def2-TZVPD
Ir -0.214 0.725 -0.773
O -3.381 -0.915 5.318
N -3.063 0.254 5.245
O -3.230 1.074 6.116
C -2.409 0.717 3.988
C -2.056 2.018 3.967
C -1.397 2.583 2.829
C -1.027 3.933 2.706
C -0.426 4.356 1.546
C -0.163 3.434 0.528
N -0.482 2.153 0.647
C -1.117 1.740 1.765
C -1.550 0.383 1.761
N -1.271 -0.294 0.611
C -1.569 -1.581 0.558
C -2.199 -2.229 1.619
C -2.524 -1.550 2.765
C -2.183 -0.184 2.870
H -2.271 2.636 4.828
H -1.238 4.626 3.511
H -0.147 5.389 1.402
H 0.310 3.729 -0.399
H -1.319 -2.114 -0.345
H -2.433 -3.279 1.519
H -3.017 -2.051 3.578
O -2.409 1.972 -3.875
C -1.826 1.365 -3.019
O -1.408 1.866 -1.877
C -1.461 -0.100 -3.193
C -2.039 -0.855 -4.222
C -1.721 -2.175 -4.324
C -0.759 -2.735 -3.452
C -0.341 -4.085 -3.549
C 0.658 -4.558 -2.751
C 1.293 -3.698 -1.826
C 0.894 -2.399 -1.687
C -0.167 -1.905 -2.480
N -0.588 -0.603 -2.333
H -2.724 -0.354 -4.891
H -2.172 -2.800 -5.085
H -0.822 -4.728 -4.276
H 0.982 -5.586 -2.835
H 2.110 -4.074 -1.224
H 1.381 -1.731 -0.989
Cl 7.000 1.303 0.415
C 5.297 0.997 0.365
C 4.666 0.465 1.501
C 3.329 0.176 1.484
Cl 2.569 -0.455 2.907
C 2.531 0.375 0.327
O 1.295 -0.006 0.379
C 3.178 0.992 -0.781
C 2.470 1.395 -1.957
O 1.263 1.229 -2.199
C 4.564 1.279 -0.748
H 5.240 0.292 2.402
H 3.060 1.866 -2.752
H 5.036 1.723 -1.615
```



The following is a DFT calculation (ωB97M-V/def2-TZVPD) of a molecular structure, C29H19Cl4N3O4Rh in a non-equilibrium geometry.

The energy above the lowest of the compared OMol25 structures with the same formula, charge and spin comes out at 1.705 eV. The net charge is +1. Its spin multiplicity is 5. As for the expectation value of S²: 6.0385. Its LUMO energy (spin up / spin down) is -3.75 / -5.73 eV.

```
60
C29H19Cl4N3O4Rh ωB97M-V/def2-TZVPD
Rh 1.304 0.209 0.126
C 1.818 0.354 -4.065
O 2.970 -0.374 -3.539
C 2.781 -0.366 -2.226
N 1.507 -0.013 -1.804
C 0.711 -0.099 -3.071
C -0.454 0.837 -3.082
C -0.362 2.177 -2.643
C -1.447 2.931 -2.577
C -2.715 2.468 -2.958
C -2.803 1.217 -3.537
C -1.634 0.365 -3.578
C 3.673 -0.660 -1.199
C 4.987 -1.127 -1.224
C 5.613 -1.581 -0.102
C 4.950 -1.454 1.105
C 3.695 -0.848 1.138
N 3.024 -0.649 0.023
C 2.852 -0.552 2.347
N 1.752 0.132 2.133
C 1.090 0.338 3.463
C 1.863 -0.637 4.398
O 3.027 -0.946 3.589
C -0.400 0.037 3.345
C -0.771 -1.222 2.831
C -2.087 -1.562 2.625
C -3.026 -0.593 2.922
C -2.718 0.657 3.418
C -1.387 0.965 3.652
H 1.695 0.035 -5.092
H 1.988 1.401 -3.965
H 0.461 -1.156 -3.052
H 0.604 2.551 -2.244
H -1.361 3.969 -2.219
H -3.600 3.092 -2.945
H -3.754 0.856 -3.929
H -1.785 -0.678 -3.883
H 5.432 -1.245 -2.172
H 6.544 -2.096 -0.239
H 5.377 -1.764 2.026
H 1.277 1.369 3.690
H 1.423 -1.561 4.683
H 2.203 -0.097 5.279
H 0.067 -1.929 2.573
H -2.405 -2.535 2.281
H -4.061 -0.785 2.723
H -3.497 1.400 3.707
H -1.208 1.990 4.007
Cl -5.541 1.080 -0.183
C -3.973 0.427 -0.314
C -3.841 -0.990 -0.645
Cl -5.243 -1.933 -1.058
C -2.618 -1.614 -0.504
Cl -2.380 -3.359 -0.590
C -1.377 -0.848 -0.215
O -0.252 -1.398 -0.119
C -1.533 0.572 0.024
O -0.493 1.275 0.246
C -2.825 1.143 0.034
Cl -3.135 2.828 0.586
```



The following is a DFT calculation (ωB97M-V/def2-TZVPD) of a molecular structure, C29H20Br2N5O3Pt in a non-equilibrium geometry.

The net charge is +3. Its spin multiplicity is 1. Its LUMO energy (spin up / spin down) is -11.54 / -11.54 eV.

```
60
C29H20Br2N5O3Pt ωB97M-V/def2-TZVPD
Pt -0.271 -0.008 0.618
Br 6.485 -6.850 -4.167
C 4.690 -6.772 -3.652
C 3.899 -5.691 -4.080
C 2.600 -5.599 -3.673
C 2.054 -6.613 -2.833
C 2.851 -7.723 -2.449
C 4.159 -7.789 -2.842
N 0.770 -6.620 -2.481
N -0.151 -5.855 -2.401
C -0.493 -4.697 -1.899
C -1.614 -4.033 -2.503
C -1.975 -2.785 -2.140
C -1.243 -2.077 -1.130
O -1.471 -0.887 -0.868
C -0.222 -2.810 -0.375
N 0.284 -2.183 0.700
C 1.122 -2.830 1.492
C 1.519 -4.142 1.239
C 1.034 -4.788 0.124
C 0.144 -4.116 -0.721
H 4.318 -4.935 -4.730
H 1.973 -4.779 -4.000
H 2.418 -8.491 -1.821
H 4.773 -8.629 -2.550
H -2.136 -4.542 -3.303
H -2.808 -2.288 -2.617
H 1.466 -2.320 2.382
H 2.189 -4.644 1.922
H 1.307 -5.818 -0.061
C 2.226 0.837 2.542
O 1.075 1.371 1.866
C 0.928 2.736 1.870
C 1.711 3.577 2.645
C 1.521 4.954 2.575
Br 2.576 6.082 3.661
C 0.595 5.494 1.713
C -0.211 4.652 0.932
C -0.077 3.263 1.056
O -0.870 2.361 0.378
C -1.120 5.311 0.017
N -1.436 6.610 0.169
C -2.266 6.920 -0.823
C -2.923 8.151 -1.104
C -3.716 8.200 -2.215
C -3.860 7.077 -3.057
C -3.218 5.850 -2.807
C -2.459 5.777 -1.674
N -1.706 4.774 -1.087
H 3.135 1.319 2.184
H 2.260 -0.218 2.299
H 2.131 0.964 3.621
H 2.455 3.191 3.325
H 0.477 6.562 1.614
H -1.801 2.615 0.395
H -2.807 8.994 -0.436
H -4.259 9.105 -2.448
H -4.488 7.159 -3.935
H -3.321 5.022 -3.495
H -1.541 3.859 -1.474
```